A single C2H4N2O2 molecule at a distorted geometry, computed with ωB97M-V with the def2-TZVPD basis set.

## Properties
ΔE to the lowest compared entry with this formula, charge and spin ... 57.7 kcal per mole
LUMO energy ... 0.5 eV
Structure (SMILES) ... N/N=C\C(=O)O
HOMO ... -9.605 eV

Geometry as XYZ:
```
10
Properties=species:S:1:pos:R:3:forces:R:3:nbo_charge:R:1
C 0.035 -1.104 -0.120 1.622 -1.186 0.969 -0.1615
C 1.222 -0.166 0.023 1.501 -1.596 -0.276 0.7221
H -0.998 1.203 -0.058 -1.063 -0.664 0.336 0.3823
H -2.594 0.407 -0.169 1.220 0.742 0.957 0.3778
H 0.190 -2.217 -0.165 0.309 1.456 -0.043 0.2151
H 1.700 1.530 0.071 -0.342 0.743 -0.175 0.5107
N -1.631 0.431 0.242 -1.574 1.785 -1.085 -0.5896
N -1.178 -0.777 0.076 0.175 -1.625 -0.653 -0.1590
O 0.828 1.124 -0.100 1.427 -0.029 0.365 -0.7046
O 2.425 -0.431 0.200 -3.275 0.374 -0.395 -0.5933
```
Forces are in eV/Å.

---

A molecular structure, C42H34Cl2N3OP2PbTe, computed with ωB97M-V with the def2-TZVPD basis set.

## Properties
ΔE to the lowest compared entry with this formula, charge and spin ... 15.0 kcal per mole
LUMO energy ... 2.2 eV
HOMO ... -3.805 eV
Net charge ... -1

Geometry as XYZ:
```
86
Properties=species:S:1:pos:R:3:forces:R:3:mulliken_charge:R:1
Pb 0.911 -1.062 2.890 -0.011 0.021 -0.249 1.0544
O 0.837 -3.116 4.713 0.176 0.050 -0.266 -0.5891
C -0.164 -4.074 4.569 0.055 0.004 -0.054 -0.7792
C -1.092 -3.878 3.384 -0.005 0.013 -0.065 0.6740
C -1.981 -4.897 3.050 0.026 0.006 0.032 -0.6293
C -2.838 -4.733 1.981 -0.009 -0.007 -0.004 -0.4391
C -2.791 -3.548 1.261 -0.004 0.021 -0.020 -0.6985
C -1.881 -2.589 1.654 0.033 0.050 0.024 0.2682
N -1.051 -2.741 2.690 0.011 -0.110 0.141 0.0057
H 1.504 -3.220 3.921 -0.185 -0.110 0.225 0.4538
H -0.777 -4.072 5.477 -0.010 0.019 -0.001 0.3467
H 0.263 -5.081 4.478 -0.009 -0.017 -0.001 0.3248
H -1.977 -5.811 3.631 -0.002 -0.003 -0.008 0.3900
H -3.529 -5.520 1.706 0.002 0.000 -0.001 0.4129
H -3.428 -3.358 0.408 0.009 -0.008 -0.006 0.4624
H -1.798 -1.661 1.105 0.010 0.000 0.036 -0.0603
Te -2.896 0.159 -0.706 -0.142 -0.042 -0.158 0.3934
C -2.920 0.316 -2.815 -0.029 0.039 0.003 0.5604
C -3.452 -0.724 -3.566 -0.063 0.018 -0.009 -0.4423
C -3.459 -0.628 -4.950 0.020 -0.007 0.027 -0.3489
N -2.975 0.410 -5.626 0.016 0.015 -0.011 -0.6821
C -2.460 1.402 -4.897 -0.034 -0.032 -0.004 -0.4804
C -2.411 1.403 -3.514 0.017 0.046 0.031 -0.1630
C -1.114 1.210 -0.281 -0.047 -0.046 -0.018 -1.1833
P 0.228 0.007 -0.098 0.034 0.193 0.164 0.2171
C 1.754 0.987 -0.399 0.071 -0.058 -0.214 1.1773
C 2.974 0.460 0.015 0.001 -0.024 -0.079 -0.0749
C 4.163 1.119 -0.269 -0.030 -0.060 0.040 -0.2650
C 4.140 2.316 -0.968 0.018 0.038 -0.018 -0.7895
C 2.926 2.851 -1.384 0.023 -0.001 0.020 -0.9470
C 1.743 2.189 -1.103 -0.032 -0.007 0.075 0.2094
C 0.149 -0.961 -1.651 0.120 -0.147 0.071 0.1340
C 0.158 -0.348 -2.903 0.084 -0.003 0.009 -0.1451
C 0.085 -1.109 -4.058 0.009 -0.025 0.010 -0.6667
C 0.008 -2.494 -3.974 -0.006 0.010 -0.015 -0.6682
C 0.011 -3.114 -2.733 -0.003 -0.014 0.021 -0.8001
C 0.082 -2.348 -1.576 0.042 0.031 0.006 -0.4087
P -1.414 1.999 1.338 -0.079 0.155 0.216 0.2694
C -0.003 3.187 1.543 0.001 0.019 -0.043 0.6155
C 0.205 4.279 0.700 -0.017 -0.015 0.024 -0.3566
C 1.261 5.147 0.909 0.038 0.001 0.000 -0.5097
C 2.146 4.930 1.960 -0.004 0.015 -0.019 -0.5087
C 1.951 3.855 2.810 -0.019 -0.026 0.014 -0.6441
C 0.871 3.001 2.608 0.017 -0.002 -0.041 -0.2553
C -2.708 3.268 0.989 -0.050 -0.051 -0.002 0.4535
C -3.406 3.788 2.076 0.015 0.031 -0.011 -0.6893
C -4.368 4.774 1.898 -0.001 -0.005 0.010 -0.5595
C -4.658 5.239 0.623 -0.002 -0.005 0.004 -0.4059
C -3.979 4.716 -0.470 -0.011 0.003 -0.025 -0.9397
C -3.013 3.739 -0.284 0.054 -0.053 0.035 -0.0642
H -3.833 -1.619 -3.088 -0.005 0.000 0.002 0.3182
H -3.862 -1.442 -5.546 -0.003 0.006 -0.002 0.3699
H -2.060 2.244 -5.454 0.001 -0.003 -0.001 0.3495
H -1.940 2.225 -2.990 0.000 0.017 0.064 0.2082
H 3.009 -0.494 0.531 -0.055 0.046 0.003 -0.4359
H 5.101 0.690 0.061 0.008 0.000 0.015 0.3824
H 5.066 2.835 -1.185 -0.007 0.002 0.000 0.3645
H 2.904 3.793 -1.920 0.000 -0.005 -0.002 0.3981
H 0.785 2.601 -1.400 0.026 -0.027 -0.042 0.4459
H 0.207 0.731 -2.967 0.041 0.007 0.021 0.3410
H 0.073 -0.623 -5.026 -0.004 0.011 0.006 0.3985
H -0.052 -3.087 -4.879 0.001 -0.003 0.006 0.3881
H -0.036 -4.194 -2.661 0.004 0.001 0.017 0.4884
H 0.098 -2.830 -0.606 0.000 -0.043 0.012 0.1864
H -0.465 4.442 -0.135 -0.021 0.007 0.006 0.1452
H 1.408 5.990 0.244 -0.002 -0.002 0.000 0.4084
H 2.984 5.600 2.113 -0.003 -0.002 0.003 0.3656
H 2.632 3.680 3.633 -0.003 -0.005 -0.006 0.4202
H 0.700 2.176 3.290 0.006 -0.051 0.015 0.3750
H -3.191 3.414 3.071 0.005 -0.004 -0.002 0.4001
H -4.898 5.171 2.756 -0.002 0.001 -0.005 0.3700
H -5.417 5.999 0.481 0.003 0.001 0.000 0.3652
H -4.210 5.065 -1.469 0.009 -0.001 0.003 0.3956
H -2.473 3.313 -1.121 -0.037 0.028 -0.069 0.2997
Cl 4.692 -1.166 2.610 0.027 0.013 0.003 -0.1948
C 4.294 -2.446 1.487 0.002 -0.010 0.017 0.8844
C 5.238 -2.799 0.542 -0.017 0.021 0.019 -0.5563
C 4.974 -3.826 -0.352 0.005 -0.034 -0.018 -0.4470
C 3.758 -4.492 -0.269 -0.007 0.018 -0.001 -0.7115
C 2.830 -4.119 0.681 0.041 0.013 0.036 0.9344
Cl 1.330 -5.012 0.770 -0.041 -0.001 -0.016 -0.2028
C 3.015 -3.060 1.618 -0.015 -0.069 0.047 -1.0828
N 2.104 -2.745 2.541 -0.049 0.144 -0.015 -0.7568
H 6.181 -2.267 0.515 0.002 -0.004 -0.002 0.3949
H 5.705 -4.107 -1.099 -0.006 0.006 -0.004 0.3726
H 3.523 -5.306 -0.943 -0.001 0.005 -0.007 0.3884
```
Forces are in eV/Å.

---

4 unconnected molecules or ions with the total composition C3H11O4S, computed with ωB97M-V with the def2-TZVPD basis set.

## Properties
ΔE to the lowest compared entry with this formula, charge and spin ... 1.2 kcal per mole
LUMO energy ... 3.6 eV
HOMO ... -3.837 eV
Net charge ... -1

Geometry as XYZ:
```
19
Properties=species:S:1:pos:R:3:forces:R:3:nbo_charge:R:1
O 2.538 -1.567 -0.044 0.288 -0.203 -0.157 -0.5867
C 1.516 -1.092 0.402 0.152 0.041 -0.023 0.4380
C 1.452 0.295 0.948 -0.638 0.098 -0.042 -0.5303
C 0.810 1.249 -0.078 -0.232 0.013 0.092 -0.4924
S -0.945 0.845 -0.432 0.012 0.165 -0.261 -0.7195
H 0.593 -1.678 0.381 -0.273 0.011 0.046 0.1545
H 2.452 0.610 1.221 0.315 0.105 0.036 0.2020
H 0.792 0.310 1.821 0.120 -0.036 0.035 0.2250
H 1.377 1.259 -1.014 0.051 -0.106 0.118 0.1908
H 0.860 2.257 0.336 0.026 0.022 -0.012 0.1963
H -2.636 2.518 2.292 0.138 0.045 0.079 0.4504
H -1.619 2.321 1.193 0.274 -0.149 0.060 0.4984
O -1.735 2.772 2.061 -0.334 0.056 -0.110 -0.9903
H -1.850 -1.238 0.398 0.484 0.009 -0.096 0.5033
H -2.178 -2.663 -0.087 0.170 0.178 0.077 0.4585
O -1.699 -2.183 0.600 -0.475 -0.250 0.045 -0.9821
H -0.187 -0.548 -2.433 -0.204 0.053 0.319 0.4979
H 0.759 -1.732 -2.263 -0.064 0.086 -0.001 0.4673
O 0.140 -1.340 -2.888 0.190 -0.138 -0.206 -0.9812
```
Forces are in eV/Å.

---

Number 1: E_tot -9212.72107 eV. Number 2: E_tot -106787.32987 eV. Number 3: E_tot -22316.47308 eV.